No. 1
ORCA calculation (ωB97M-V/def2-TZVPD) on 2 unconnected molecules or ions with the total composition C2H4N2O2P at a distorted geometry.

Geometry (Å):
C (2.289, 0.483, 0.085)
C (-0.280, 1.100, 0.064)
N (3.203, 1.181, 0.131)
N (-2.396, -0.729, -0.055)
O (0.613, -1.210, -1.259)
O (0.709, -1.103, 1.364)
P (0.772, -0.444, -0.025)
H (-0.461, 1.685, -0.804)
H (-0.760, 1.085, 1.090)
H (-1.535, -0.995, 0.391)
H (-2.154, -1.052, -0.983)

Computed properties:
Energy = -18502.3473 eV
Strongest force on any atom = 4.044 eV/A
Energy above the lowest of the compared OMol25 structures with the same formula, charge and spin = 88.3 kcal per mole
Orbital gap (alpha / beta) = 8.46 / 9.07 eV
Net charge = -1
Lowest unoccupied orbital energy (alpha / beta) = 0.11193 / 0.11746 hartree



No. 2
ORCA calculation (ωB97M-V/def2-TZVPD) on a molecular structure, C27H34N11OPRhS at a distorted geometry.

Geometry (Å):
Rh (0.250, -0.283, 0.416)
C (-2.941, 3.963, 1.125)
N (-2.406, 2.713, 0.567)
C (-3.053, 1.938, -0.362)
C (-2.270, 0.853, -0.603)
N (-1.153, 0.991, 0.184)
C (-1.250, 2.123, 0.887)
P (-0.014, 2.715, 2.091)
C (1.439, 2.322, 1.084)
N (1.573, 1.164, 0.445)
C (2.774, 1.172, -0.218)
C (3.376, 2.360, 0.061)
N (2.531, 3.066, 0.878)
C (2.814, 4.405, 1.405)
C (0.037, 1.101, 2.956)
N (0.117, -0.079, 2.326)
C (0.088, -1.087, 3.259)
C (0.001, -0.493, 4.479)
N (-0.036, 0.861, 4.273)
C (-0.128, 1.868, 5.345)
H (-3.667, 4.365, 0.424)
H (-2.135, 4.680, 1.257)
H (-3.433, 3.767, 2.076)
H (-4.005, 2.217, -0.784)
H (-2.409, 0.042, -1.297)
H (3.120, 0.364, -0.841)
H (4.329, 2.750, -0.257)
H (3.333, 4.975, 0.640)
H (3.441, 4.332, 2.291)
H (1.880, 4.905, 1.647)
H (0.123, -2.133, 3.002)
H (-0.049, -0.928, 5.463)
H (-0.197, 1.344, 6.293)
H (-1.018, 2.476, 5.208)
H (0.762, 2.492, 5.345)
O (0.209, 3.279, -1.135)
S (0.016, 4.127, -2.393)
C (-1.074, 5.485, -1.917)
C (-0.213, 6.442, -1.104)
C (1.051, 6.625, -1.943)
C (1.455, 5.241, -2.474)
H (-1.917, 5.038, -1.391)
H (-1.434, 5.946, -2.839)
H (0.022, 5.992, -0.134)
H (-0.720, 7.388, -0.919)
H (1.860, 7.086, -1.378)
H (0.835, 7.287, -2.782)
H (2.199, 4.733, -1.860)
H (1.813, 5.261, -3.502)
C (1.774, -3.081, -1.164)
C (0.317, -3.152, -0.870)
N (-0.429, -2.149, -0.366)
C (-1.735, -2.642, -0.279)
C (-1.759, -3.907, -0.742)
N (-0.462, -4.202, -1.114)
C (-0.079, -5.510, -1.716)
N (-0.605, -6.571, -0.954)
N (-1.773, -7.179, -1.377)
N (-2.087, -8.083, -0.552)
C (-1.136, -8.121, 0.462)
C (-1.052, -8.949, 1.582)
C (0.019, -8.752, 2.423)
C (0.984, -7.758, 2.164)
C (0.910, -6.933, 1.060)
C (-0.178, -7.147, 0.213)
H (2.184, -2.135, -0.807)
H (1.963, -3.144, -2.237)
H (2.323, -3.886, -0.675)
H (-2.545, -2.054, 0.116)
H (-2.556, -4.625, -0.849)
H (1.006, -5.554, -1.792)
H (-0.521, -5.563, -2.709)
H (-1.790, -9.718, 1.761)
H (0.131, -9.375, 3.299)
H (1.820, -7.655, 2.844)
H (1.669, -6.186, 0.863)

Computed properties:
Energy = -70096.0372 eV
Strongest force on any atom = 2.123 eV/A
Energy above the lowest of the compared OMol25 structures with the same formula, charge and spin = 37.6 kcal per mole
Orbital gap = 4.33 eV
Net charge = +3
Lowest unoccupied orbital energy = -0.38187 hartree



No. 3
ORCA calculation (ωB97M-V/def2-TZVPD) on a molecular structure, C12H23F3FeNO2P2 at a distorted geometry.

Geometry (Å):
Fe (-0.003, -0.048, -0.091)
P (1.971, -0.971, 0.199)
C (2.344, -1.428, -1.549)
C (1.054, -1.721, -2.260)
N (-0.079, -1.187, -1.748)
C (-1.263, -1.434, -2.355)
C (-1.343, -2.221, -3.506)
C (-0.180, -2.759, -4.042)
C (1.032, -2.508, -3.413)
C (-2.497, -0.828, -1.757)
P (-2.011, 0.614, -0.695)
H (1.964, -2.941, -3.760)
H (-2.310, -2.357, -3.977)
H (-0.218, -3.368, -4.941)
H (-3.194, -0.492, -2.535)
H (-3.035, -1.538, -1.109)
H (2.867, -0.567, -2.002)
H (3.020, -2.289, -1.566)
H (1.720, 3.946, -2.392)
O (2.418, 3.497, -2.913)
H (2.359, 3.964, -3.774)
H (-1.359, 4.822, -0.207)
O (-1.109, 5.485, -0.882)
H (-1.535, 6.300, -0.539)
C (-2.217, 1.976, -1.893)
H (-3.223, 1.915, -2.341)
H (-2.102, 2.940, -1.371)
H (-1.455, 1.890, -2.685)
C (-3.504, 0.797, 0.322)
H (-3.398, 1.727, 0.902)
H (-4.398, 0.862, -0.323)
H (-3.595, -0.067, 0.997)
C (2.058, -2.594, 1.032)
H (3.008, -3.093, 0.779)
H (2.018, -2.400, 2.116)
H (1.210, -3.226, 0.728)
C (3.556, -0.241, 0.683)
H (3.516, -0.035, 1.762)
H (4.375, -0.948, 0.467)
H (3.707, 0.690, 0.116)
F (0.055, 2.462, 1.267)
C (0.028, 1.108, 1.590)
F (1.105, 0.906, 2.434)
F (-1.094, 0.929, 2.389)

Computed properties:
Energy = -79501.7245 eV
Strongest force on any atom = 5.586 eV/A
2S+1 = 6
Energy above the lowest of the compared OMol25 structures with the same formula, charge and spin = 0.0 kcal per mole
Orbital gap (alpha / beta) = 7.45 / 5.56 eV
Net charge = +2
Lowest unoccupied orbital energy (alpha / beta) = -0.28387 / -0.39102 hartree



No. 4
ORCA calculation (ωB97M-V/def2-TZVPD) on a molecular structure, C5H14NO at a distorted geometry.

Geometry (Å):
C (-0.807, 1.916, 0.712)
C (0.152, 0.847, 0.352)
C (-0.257, -0.623, 0.352)
C (-0.299, -1.206, 1.711)
C (0.166, -2.382, 2.118)
N (0.001, 1.160, -2.094)
H (-1.587, 1.972, -0.049)
H (-0.327, 2.887, 0.804)
H (-1.264, 1.823, 1.697)
H (1.170, 1.018, 0.691)
H (-1.237, -0.620, -0.130)
H (0.262, -1.334, -0.298)
H (-0.763, -0.605, 2.492)
H (0.160, -2.699, 3.150)
H (0.704, -3.002, 1.418)
H (0.089, 0.949, -1.018)
H (0.622, 1.856, -2.498)
H (-0.826, 1.124, -2.680)
H (1.964, -1.199, -1.764)
H (0.926, -0.526, -2.709)
O (1.152, -1.355, -2.258)

Computed properties:
Energy = -8938.0277 eV
Strongest force on any atom = 4.815 eV/A
Energy above the lowest of the compared OMol25 structures with the same formula, charge and spin = 137.9 kcal per mole
Orbital gap = 6.49 eV
Net charge = +1
Lowest unoccupied orbital energy = -0.28238 hartree